No. 1
105
Properties=species:S:1:pos:R:3 method="wB97M-V/def2-TZVPD" s2=8.77 lumo_energy_ev="0.573 / -0.230" gap_ev="7.76 / 7.11" spin_multiplicity=6 total_charge=0 homo_ev="-7.190 / -7.341"
Fe -0.257 -0.138 0.026
C 3.755 2.839 -5.566
C 4.931 1.940 -5.178
C 6.214 2.765 -5.357
C 4.964 0.729 -6.121
C 4.827 1.438 -3.733
C 5.964 0.878 -3.124
C 5.968 0.493 -1.800
C 4.793 0.635 -1.069
S 4.528 0.414 0.619
C 2.841 0.874 0.401
N 2.512 1.161 -0.814
C 3.613 1.079 -1.669
C 3.652 1.511 -3.001
C 1.969 1.058 1.587
C 2.622 1.261 2.807
C 1.933 1.725 3.913
C 0.594 2.042 3.772
C -0.066 1.765 2.579
C 0.562 1.196 1.470
H 3.940 3.267 -6.554
H 3.629 3.662 -4.858
H 2.818 2.286 -5.623
H 6.243 3.199 -6.360
H 7.114 2.160 -5.233
H 6.251 3.579 -4.629
H 4.938 1.054 -7.166
H 4.102 0.082 -5.941
H 5.869 0.135 -5.971
H 6.877 0.758 -3.695
H 6.871 0.114 -1.336
H 2.749 1.924 -3.424
H 3.693 1.109 2.878
H 2.448 1.891 4.852
H 0.058 2.491 4.602
H -1.113 2.007 2.507
C -5.844 0.730 -2.509
C -5.814 -0.662 -2.522
C -4.767 -1.341 -1.921
C -3.741 -0.633 -1.300
C -3.772 0.758 -1.294
C -4.822 1.439 -1.897
P -2.333 -1.506 -0.531
C -3.149 -2.826 0.437
C -2.480 -4.024 0.677
C -3.020 -4.981 1.526
C -4.236 -4.746 2.153
C -4.911 -3.556 1.918
C -4.370 -2.601 1.073
C -1.622 -2.336 -1.977
C -1.901 -3.573 -2.484
C -1.355 -3.953 -3.731
C -0.621 -3.068 -4.469
C -0.362 -1.758 -3.988
C 0.281 -0.762 -4.760
C 0.434 0.495 -4.255
C 0.053 0.808 -2.924
C -0.526 -0.133 -2.118
C -0.805 -1.414 -2.692
H -6.665 1.257 -2.978
H -6.608 -1.217 -3.006
H -4.747 -2.425 -1.939
H -2.967 1.306 -0.818
H -4.839 2.522 -1.890
H -1.534 -4.212 0.194
H -2.489 -5.909 1.700
H -4.656 -5.489 2.820
H -5.857 -3.364 2.408
H -4.901 -1.674 0.906
H -2.551 -4.259 -1.955
H -1.549 -4.948 -4.114
H -0.239 -3.353 -5.443
H 0.622 -1.005 -5.761
H 0.887 1.261 -4.869
H 0.246 1.804 -2.543
C -0.876 -2.019 3.514
N -1.523 -1.096 4.436
C -1.211 -0.950 5.774
C -1.964 0.059 6.250
N -2.733 0.518 5.193
C -3.618 1.670 5.231
C -2.453 -0.187 4.070
Se -3.238 0.021 2.419
H -0.136 -2.593 4.068
H -0.375 -1.472 2.719
H -1.613 -2.688 3.070
H -0.493 -1.578 6.272
H -2.035 0.477 7.240
H -3.921 1.845 6.261
H -4.489 1.473 4.613
H -3.113 2.554 4.843
C 2.774 -2.630 1.149
C 1.819 -2.520 -0.037
C 1.226 -3.900 -0.301
C 2.561 -2.048 -1.287
O 0.808 -1.591 0.277
H 3.640 -3.245 0.889
H 2.263 -3.089 2.001
H 3.124 -1.642 1.452
H 2.017 -4.618 -0.532
H 0.536 -3.858 -1.145
H 0.694 -4.245 0.588
H 3.341 -2.761 -1.567
H 3.025 -1.074 -1.113
H 1.856 -1.949 -2.116

---

No. 2
115
Properties=species:S:1:pos:R:3 method="wB97M-V/def2-TZVPD" s2=0.91 lumo_energy_ev="-0.676 / -0.710" gap_ev="5.97 / 6.73" spin_multiplicity=2 total_charge=0 homo_ev="-6.644 / -7.440"
Re 1.863 -0.307 0.420
O 5.076 -2.582 4.777
C 4.148 -1.802 5.290
O 4.047 -1.602 6.476
C 3.195 -1.155 4.341
C 2.136 -0.348 4.721
N 1.512 0.057 3.603
N 2.111 -0.428 2.514
C 3.136 -1.174 2.930
C 3.931 -1.864 1.862
O 4.820 -2.664 2.172
O 3.596 -1.571 0.680
H 5.055 -2.662 3.773
H 1.815 -0.068 5.702
H 0.707 0.665 3.528
Se -4.100 1.171 3.047
P -3.560 2.135 1.264
C -3.724 3.944 1.409
C -5.042 4.362 1.590
C -5.330 5.708 1.718
C -4.303 6.640 1.672
C -2.994 6.220 1.514
C -2.695 4.873 1.387
C -4.563 1.843 -0.232
C -5.708 1.066 -0.224
C -6.450 0.931 -1.386
C -6.044 1.567 -2.548
C -4.904 2.357 -2.548
C -4.163 2.500 -1.393
C -1.888 1.695 0.765
C -1.168 0.490 0.718
N 0.115 0.863 0.427
N 0.153 2.170 0.303
N -1.011 2.679 0.502
P -1.512 -1.280 0.634
Se 0.301 -2.430 0.749
C -2.769 -1.802 1.834
C -4.117 -1.812 1.490
C -5.055 -2.217 2.421
C -4.651 -2.607 3.687
C -3.308 -2.598 4.029
C -2.363 -2.200 3.101
C -2.330 -1.534 -0.974
C -2.622 -2.859 -1.287
C -3.303 -3.156 -2.450
C -3.689 -2.132 -3.302
C -3.365 -0.819 -3.009
C -2.675 -0.514 -1.848
H -5.833 3.623 1.635
H -6.349 6.037 1.857
H -4.522 7.694 1.768
H -2.193 6.945 1.491
H -1.678 4.544 1.248
H -6.008 0.578 0.693
H -7.353 0.339 -1.383
H -6.614 1.448 -3.458
H -4.596 2.871 -3.448
H -3.272 3.115 -1.377
H -4.425 -1.489 0.505
H -6.106 -2.216 2.170
H -5.387 -2.921 4.411
H -3.004 -2.905 5.019
H -1.307 -2.203 3.340
H -2.305 -3.638 -0.605
H -3.547 -4.180 -2.687
H -4.241 -2.361 -4.201
H -3.665 -0.024 -3.676
H -2.422 0.512 -1.623
C 4.070 2.383 2.805
C 3.824 3.194 1.572
C 4.136 4.533 1.528
C 3.879 5.300 0.398
C 3.323 4.698 -0.725
C 3.003 3.362 -0.747
C 2.416 2.704 -1.952
C 3.219 2.557 0.429
N 2.898 1.306 0.469
H 4.727 2.915 3.489
H 4.514 1.423 2.547
H 3.128 2.190 3.318
H 4.590 4.998 2.392
H 4.123 6.354 0.384
H 3.139 5.303 -1.602
H 2.324 3.402 -2.781
H 1.430 2.314 -1.701
H 3.038 1.862 -2.248
O 2.057 -4.293 -1.603
S 2.970 -3.849 -0.533
C 3.604 -5.413 0.230
C 4.999 -5.677 -0.313
C 5.064 -4.966 -1.660
C 4.581 -3.563 -1.373
H 2.884 -6.168 -0.072
H 3.588 -5.303 1.310
H 5.188 -6.747 -0.412
H 5.745 -5.258 0.366
H 4.365 -5.438 -2.356
H 6.062 -4.998 -2.101
H 4.399 -2.954 -2.253
H 5.214 -3.027 -0.671
C 2.780 -0.383 -4.773
C 1.617 -1.078 -4.045
C 0.276 -0.534 -4.566
C 1.687 -2.599 -4.249
C 1.713 -0.783 -2.635
N 1.782 -0.496 -1.516
H 2.791 -0.706 -5.812
H 3.734 -0.640 -4.317
H 2.664 0.698 -4.738
H 0.221 -0.716 -5.638
H 0.197 0.537 -4.386
H -0.564 -1.032 -4.082
H 1.369 -2.841 -5.261
H 1.051 -3.126 -3.540
H 2.701 -2.961 -4.106

---

No. 3
111
Properties=species:S:1:pos:R:3 method="wB97M-V/def2-TZVPD" lumo_energy_ev=1.523 gap_ev=5.85 spin_multiplicity=1 total_charge=-1 homo_ev=-4.322
Cd -0.117 -0.498 1.552
Br -4.003 -4.346 -3.853
C -2.841 -3.438 -2.670
C -3.123 -3.395 -1.329
C -2.245 -2.680 -0.524
N -1.145 -2.084 -0.981
C -0.855 -2.196 -2.277
C -1.698 -2.837 -3.170
C 0.492 -1.674 -2.720
C 0.899 -1.705 -4.051
C 2.197 -1.331 -4.342
Br 2.790 -1.360 -6.136
C 3.062 -0.946 -3.342
C 2.546 -0.921 -2.055
N 1.296 -1.259 -1.752
H -3.994 -3.879 -0.908
H -2.432 -2.597 0.539
H -1.472 -2.903 -4.224
H 0.235 -2.011 -4.847
H 4.089 -0.674 -3.548
H 3.165 -0.614 -1.218
Br 3.582 -6.127 3.056
C 2.544 -4.590 2.601
C 2.073 -4.453 1.308
C 1.309 -3.330 0.992
C 0.994 -2.341 1.929
C 1.495 -2.535 3.224
C 2.269 -3.643 3.571
H 2.297 -5.206 0.561
H 0.946 -3.232 -0.027
H 1.283 -1.803 3.996
H 2.653 -3.762 4.578
C 1.608 3.281 -2.685
C 0.758 2.031 -2.601
N 0.652 1.682 -1.200
C 1.781 1.594 -0.402
N 1.705 0.920 0.690
C 2.860 0.845 1.582
C 4.169 1.023 0.835
C 4.089 2.289 0.003
N 2.888 2.283 -0.829
C 2.977 2.971 -2.113
H 1.131 4.064 -2.091
H 1.702 3.627 -3.715
H 1.216 1.230 -3.199
H -0.243 2.209 -2.991
H -0.029 0.982 -0.953
H 2.834 -0.118 2.088
H 2.782 1.608 2.357
H 4.350 0.169 0.174
H 5.001 1.082 1.538
H 4.951 2.374 -0.660
H 4.082 3.165 0.660
H 3.546 2.358 -2.826
H 3.540 3.895 -1.963
Se 2.212 2.304 5.198
C 1.116 1.304 4.181
N 0.420 0.647 3.515
C -8.528 2.493 -0.777
C -7.078 2.325 -0.396
C -6.343 1.228 -0.806
C -5.020 1.045 -0.406
C -4.252 -0.108 -0.997
C -4.419 1.944 0.482
As -2.551 1.533 1.057
N -2.356 -0.147 1.785
C -3.184 -1.100 2.324
C -2.602 -2.214 2.981
C -3.358 -3.281 3.438
C -4.744 -3.301 3.291
C -5.345 -2.187 2.717
C -4.597 -1.105 2.264
C -2.339 2.592 2.721
C -1.260 3.490 2.781
C -0.379 3.825 1.596
C -0.942 4.108 3.988
C -1.646 3.848 5.148
C -1.240 4.459 6.463
C -2.738 2.989 5.065
C -3.100 2.365 3.877
C -4.302 1.450 3.903
C -5.103 3.148 0.775
C -4.464 4.332 1.469
C -6.418 3.299 0.347
H -8.850 1.708 -1.464
H -8.702 3.460 -1.257
H -9.168 2.450 0.108
H -6.798 0.494 -1.467
H -4.657 -0.372 -1.977
H -4.309 -0.987 -0.357
H -3.197 0.140 -1.119
H -1.528 -2.219 3.124
H -2.854 -4.108 3.929
H -5.333 -4.147 3.624
H -6.426 -2.152 2.615
H -5.111 -0.235 1.881
H -0.938 3.915 0.669
H 0.374 3.053 1.454
H 0.145 4.766 1.777
H -0.092 4.783 4.023
H -0.352 5.084 6.349
H -1.000 3.675 7.185
H -2.047 5.067 6.883
H -3.322 2.784 5.960
H -5.001 1.769 4.677
H -4.002 0.426 4.126
H -4.831 1.435 2.951
H -3.528 4.611 0.978
H -4.224 4.131 2.509
H -5.136 5.191 1.433
H -6.945 4.216 0.602

---

No. 4
114
Properties=species:S:1:pos:R:3 method="wB97M-V/def2-TZVPD" lumo_energy_ev=0.036 gap_ev=8.25 spin_multiplicity=1 total_charge=0 homo_ev=-8.216
Y 0.029 0.836 -0.010
C -0.748 1.948 2.593
C -0.300 0.737 3.166
C -0.942 -0.316 2.421
C -1.826 0.312 1.493
C -1.713 1.719 1.607
C -2.683 2.789 1.121
C -3.670 3.087 2.258
C -3.472 2.312 -0.090
C -1.939 4.077 0.756
C -0.986 -1.843 2.564
C -2.136 -2.232 3.508
C 0.322 -2.467 3.053
C -1.284 -2.496 1.205
C 0.455 0.759 4.514
C 0.565 2.204 5.023
C 1.888 0.218 4.516
C -0.370 -0.002 5.563
H -0.436 2.931 2.903
H -2.621 -0.199 0.966
H -4.219 2.186 2.537
H -4.391 3.850 1.951
H -3.144 3.448 3.143
H -4.008 1.384 0.110
H -2.819 2.150 -0.954
H -4.205 3.064 -0.392
H -1.401 4.489 1.611
H -2.642 4.837 0.407
H -1.202 3.916 -0.037
H -2.002 -1.824 4.507
H -2.208 -3.320 3.590
H -3.085 -1.857 3.119
H 0.575 -2.181 4.069
H 1.158 -2.193 2.401
H 0.235 -3.556 3.032
H -2.263 -2.217 0.814
H -1.276 -3.583 1.317
H -0.520 -2.239 0.468
H 1.150 2.832 4.349
H 1.073 2.198 5.989
H -0.414 2.665 5.163
H 2.559 0.902 3.999
H 1.985 -0.764 4.063
H 2.239 0.145 5.549
H -1.417 0.307 5.540
H 0.025 0.210 6.559
H -0.333 -1.080 5.425
C 0.661 -3.257 -4.661
C 0.388 -2.048 -5.282
C -0.294 -1.049 -4.602
C -0.708 -1.248 -3.288
C -0.406 -2.459 -2.663
C 0.262 -3.462 -3.349
P -1.573 0.029 -2.311
C -1.558 1.534 -3.333
C -0.813 2.625 -2.889
C -0.759 3.803 -3.620
C -1.456 3.899 -4.813
C -2.204 2.822 -5.273
C -2.254 1.649 -4.538
C -3.318 -0.530 -2.289
C -3.615 -1.846 -1.936
C -4.931 -2.267 -1.828
C -5.972 -1.383 -2.069
C -5.688 -0.071 -2.417
C -4.371 0.352 -2.524
H 1.206 -4.027 -5.191
H 0.720 -1.872 -6.297
H -0.473 -0.103 -5.095
H -0.667 -2.618 -1.624
H 0.486 -4.397 -2.848
H -0.230 2.599 -1.969
H -0.168 4.633 -3.256
H -1.419 4.815 -5.389
H -2.749 2.895 -6.204
H -2.843 0.814 -4.899
H -2.824 -2.560 -1.748
H -5.141 -3.293 -1.554
H -6.999 -1.714 -1.986
H -6.490 0.631 -2.606
H -4.171 1.382 -2.786
O 5.360 3.989 -0.818
S 4.723 3.830 0.456
O 5.117 4.659 1.556
N 3.091 3.869 0.266
C 2.559 2.726 0.555
O 1.315 2.451 0.373
C 3.512 1.652 1.002
C 3.268 0.352 1.399
C 4.357 -0.454 1.718
C 5.655 0.037 1.641
C 5.901 1.353 1.262
C 4.808 2.132 0.949
H 2.261 -0.025 1.530
H 4.193 -1.470 2.058
H 6.486 -0.610 1.893
H 6.907 1.747 1.213
F 3.721 -4.641 1.065
C 3.597 -4.250 -0.208
C 3.386 -2.972 -0.520
N 3.246 -2.545 -1.828
C 3.022 -1.142 -2.144
C 1.831 -0.501 -1.471
O 1.417 0.585 -1.938
O 1.291 -1.018 -0.434
C 3.415 -3.417 -2.888
O 3.383 -3.080 -4.051
N 3.598 -4.737 -2.515
C 3.702 -5.278 -1.235
O 3.868 -6.460 -1.052
H 3.306 -2.213 0.239
H 2.878 -1.069 -3.219
H 3.897 -0.534 -1.892
H 3.713 -5.385 -3.281

---

Relative energy (zero: lowest compared OMol25 entry of this formula, charge and spin) per entry: 44.02, 8.96, 12.62, 26.04 kcal/mol
Energy per entry: -6502.66636, -8580.12275, -14769.49065, -3429.19043 a.u.